Run 1
The following is a DFT calculation (the ωB97M-V functional and the def2-TZVPD basis) of the molecule CH4NOP.

Computed properties:
orbital gap = 9.1076 eV
E_HOMO = -9.00 eV
SMILES = O=NCP
LUMO energy = 0.11 eV

```
8
Properties=species:S:1:pos:R:3:mulliken_charge:R:1
C 0.078 0.786 -0.228 -0.55
N -0.277 0.030 1.122 0.00
O -1.435 -0.191 1.323 -0.30
P 0.746 -0.656 -1.217 -0.12
H 0.856 1.344 0.235 0.31
H -0.733 1.317 -0.497 0.48
H -0.363 -1.481 -0.900 0.06
H 1.128 -1.149 0.162 0.11
```

Run 2
The following is a DFT calculation (the ωB97M-V functional and the def2-TZVPD basis) of the molecule CH4NOP.

Computed properties:
orbital gap = 7.4983 eV
E_HOMO = -8.46 eV
SMILES = C#P(N)O
LUMO energy = -0.96 eV

```
8
Properties=species:S:1:pos:R:3:mulliken_charge:R:1
C -0.638 -1.380 0.191 -0.27
N 0.916 0.388 0.122 -0.37
O -1.286 0.865 -0.854 -0.47
P -0.654 0.359 0.549 0.15
H -0.219 -1.721 1.126 0.20
H 1.651 0.143 0.793 0.23
H -0.947 0.334 -1.543 0.34
H 1.176 1.012 -0.384 0.20
```

Most stable: run 1 (next structure +75.8 kJ/mol)